Molecular formula: C20H40AlK2O19P
Method: DFT, wB97M-V/def2-TZVPD

Structure (ORCA input):
```
! RIJCOSX wB97M-V def2-TZVPD def2/J DEFGRID3
* xyz 2 1
K 14.536 25.965 -5.811
K 10.726 26.501 -5.841
P 12.358 25.182 -3.503
Al 11.615 22.268 -2.895
O 7.688 24.663 -1.665
O 8.838 28.638 -4.836
O 12.063 20.085 -6.747
O 6.890 22.692 -1.428
O 12.727 26.602 -4.030
O 9.763 21.356 -4.348
O 12.665 21.997 -7.549
O 7.802 30.162 -3.550
O 10.961 24.718 -4.012
O 13.393 24.110 -4.004
O 11.597 27.628 1.214
O 9.811 29.646 -3.056
O 12.343 21.853 -5.351
O 9.047 22.913 -2.061
O 12.205 24.876 -2.021
O 10.578 27.953 3.055
O 11.102 25.823 2.452
O 8.317 22.590 -5.579
O 7.683 20.661 -4.813
C 10.801 28.601 -2.994
C 10.894 27.134 5.339
C 6.533 30.088 -4.209
C 8.679 21.519 -4.879
C 12.336 21.340 -6.460
C 12.292 26.828 0.275
C 9.904 27.500 4.234
C 9.240 23.255 -6.405
C 13.144 23.310 -7.352
C 7.960 23.354 -1.732
C 11.621 19.244 -5.671
C 8.831 29.410 -3.899
C 6.631 30.691 -5.627
C 6.840 18.463 -4.696
C 8.779 25.478 -1.990
C 6.796 21.266 -1.737
C 7.948 19.347 -4.213
C 10.638 18.232 -6.247
C 5.511 20.819 -1.047
C 11.066 27.001 2.269
H 13.945 23.258 -6.616
H 12.896 26.137 0.869
H 9.171 26.729 3.996
H 9.241 24.334 -6.291
H 13.411 23.651 -8.349
H 11.272 28.502 -3.966
H 8.056 19.591 -3.158
H 9.663 18.698 -6.390
H 9.733 24.970 -2.050
H 7.045 17.417 -4.418
H 8.554 25.917 -2.972
H 9.337 28.371 4.565
H 12.489 18.794 -5.190
H 7.675 20.788 -1.308
H 5.707 20.892 0.022
H 11.442 28.970 -2.201
H 5.895 18.623 -4.178
H 9.012 22.975 -7.433
H 8.898 18.958 -4.582
H 12.361 23.967 -6.957
H 11.079 19.820 -4.920
H 10.564 17.391 -5.559
H 12.837 27.373 -0.484
H 6.725 18.270 -5.762
H 5.913 30.746 -3.607
H 5.430 19.741 -1.208
H 7.471 30.123 -6.037
H 11.556 26.155 -0.184
H 4.659 21.365 -1.433
H 5.796 30.464 -6.286
H 6.165 29.065 -4.222
H 6.723 21.241 -2.825
H 6.841 31.756 -5.618
H 11.322 28.055 5.737
H 10.953 17.876 -7.227
H 10.442 26.533 6.122
H 10.372 27.628 -2.751
H 11.743 26.627 4.879
H 10.257 22.943 -6.154
H 8.920 26.319 -1.309
*
```

LUMO ... -10.677 eV
Highest occupied orbital energy ... -13.9 eV